14
Properties=species:S:1:pos:R:3:forces:R:3 method="wB97M-V/def2-TZVPD" gap_ev="5.03 / 9.86" de_lowest_kj_mol=399.5 multiplicity=3 energy_ha=-286.62915 mol_weight_g_mol=86.1 charge=+1
C -1.70862 -0.74624 -0.61125 0.83 -1.55 4.74
C -1.80512 0.30065 0.46910 -5.92 2.27 0.63
C -0.43687 -0.14282 0.11541 5.31 -4.06 -3.09
C 0.99498 -0.35727 0.56406 -2.92 -3.49 -3.24
N 1.82901 0.55830 -0.35687 -0.55 0.92 -0.77
O -0.87220 1.18937 -0.09771 0.32 1.60 2.08
H -2.04632 -1.73751 -0.22299 0.39 0.85 -0.82
H -1.97204 -0.36031 -1.56036 0.14 0.08 -0.99
H -2.36461 0.53150 1.41353 0.54 -0.21 -1.40
H 1.44567 -1.42450 0.51357 -1.29 1.62 -0.66
H 1.09586 -0.17458 1.56521 0.64 1.67 2.50
H 2.78960 0.28185 -0.27107 1.22 0.85 0.03
H 1.51229 1.50498 -0.16768 1.17 0.69 0.90
H 1.53835 0.57658 -1.35296 0.11 -1.24 0.10

8
Properties=species:S:1:pos:R:3:forces:R:3 method="wB97M-V/def2-TZVPD" gap_ev=9.55 de_lowest_kj_mol=331.0 energy_ha=-204.37967 mol_weight_g_mol=58.1 charge=+1
C 0.09962 -0.30072 0.78214 2.69 -1.56 0.27
N 2.40176 0.70227 -0.23002 -5.53 -3.72 2.27
N 1.46957 0.10789 0.11568 3.32 3.00 -1.11
N -0.87365 0.15226 -0.23450 0.27 2.04 1.00
H 0.13415 -1.44963 0.81753 0.06 1.78 -0.07
H -0.55434 -0.25850 -1.08881 -0.47 0.52 -1.50
H -0.85772 1.23052 -0.12330 -0.39 -2.06 -1.09
H -1.81938 -0.18409 -0.03871 0.06 0.00 0.24

33
Properties=species:S:1:pos:R:3:forces:R:3 method="wB97M-V/def2-TZVPD" gap_ev=2.78 de_lowest_kj_mol=397.9 energy_ha=-1685.90897 mol_weight_g_mol=319.1 charge=+3
Na 4.90645 2.24190 -0.92791 -0.29 0.20 0.31
Na 0.20062 2.92748 -4.44967 -0.48 -0.25 0.28
Na -2.41965 0.96063 2.45087 0.32 -0.03 -0.22
Na 3.40425 -2.89605 -0.11578 -0.77 -0.09 0.31
Na 4.17881 -0.57079 -4.83322 -0.08 -0.16 -0.18
C 0.22273 -0.00444 -0.85103 -4.07 1.01 1.43
O -0.05662 -0.90099 -0.04762 0.26 -3.24 2.27
O 1.33117 0.10352 -1.32707 5.93 0.26 -2.71
O -0.71665 0.80897 -1.06871 -1.21 2.25 -1.30
O 0.56713 2.61128 3.45601 -0.32 -0.42 -0.17
H 0.90366 3.02253 2.65984 0.12 0.16 -0.25
H 0.79852 3.22056 4.15705 0.00 0.17 0.32
O 2.07862 4.82816 0.31489 0.33 -0.45 -0.18
H 2.45721 5.70690 0.28773 0.10 0.36 0.15
H 1.16991 4.94975 0.03979 -0.37 0.01 0.05
O 2.59452 -1.47844 3.56504 0.20 -0.08 -0.47
H 2.88189 -1.10768 4.39943 0.14 0.01 0.30
H 1.67694 -1.21664 3.48942 -0.27 0.04 -0.02
O -3.03733 0.11629 -4.40580 0.24 0.46 -0.32
H -2.79690 0.36078 -3.51213 -0.03 -0.06 0.48
H -2.54183 -0.68458 -4.57705 -0.05 -0.35 -0.02
O -1.90243 -3.34506 3.97745 0.13 0.39 0.09
H -2.77620 -3.69804 3.80963 -0.29 -0.23 0.08
H -1.54296 -3.17056 3.10765 0.16 -0.11 -0.25
O -2.85749 -3.75360 -1.04652 0.07 0.04 -0.21
H -2.22785 -3.13670 -0.67339 0.22 0.33 0.09
H -3.05339 -4.35870 -0.33119 -0.15 -0.28 0.11
O 1.07632 -5.28311 -1.92126 0.57 0.38 0.32
H 1.34039 -5.53926 -2.80494 -0.02 -0.31 -0.25
H 0.38718 -4.63255 -2.05581 -0.48 0.09 0.02
O -2.19947 4.71265 0.11012 0.24 -0.09 0.26
H -2.07884 3.85944 -0.30665 -0.02 -0.35 -0.18
H -1.96873 5.34634 -0.56917 -0.15 0.32 -0.12

11
Properties=species:S:1:pos:R:3:forces:R:3 method="wB97M-V/def2-TZVPD" gap_ev=8.70 de_lowest_kj_mol=158.9 energy_ha=-837.63319 mol_weight_g_mol=108.0
C 3.12234 0.57837 -0.05595 -1.04 -1.28 0.86
P 2.09600 -0.73026 0.28145 1.80 0.30 0.22
P 0.43548 -0.22792 -0.99157 -2.83 -2.80 1.66
O -0.78211 -0.96937 0.45451 1.97 2.12 -2.54
C -2.13120 -0.65710 0.07001 1.37 1.23 0.78
H 4.09524 0.77426 0.37538 0.05 -0.48 0.18
H 2.75154 1.39321 -0.60334 -0.34 1.01 -1.03
H 0.29654 -1.60407 -1.67393 0.49 1.76 0.71
H -2.56573 0.25541 0.59269 0.93 -0.24 -1.36
H -2.67434 -1.38171 0.56767 -1.47 -2.06 0.40
H -2.16186 -0.74304 -1.01695 -0.95 0.44 0.12

What did the third record say?
33
Properties=species:S:1:pos:R:3:forces:R:3 method="wB97M-V/def2-TZVPD" gap_ev=2.78 de_lowest_kj_mol=397.9 energy_ha=-1685.90897 mol_weight_g_mol=319.1 charge=+3
Na 4.90645 2.24190 -0.92791 -0.29 0.20 0.31
Na 0.20062 2.92748 -4.44967 -0.48 -0.25 0.28
Na -2.41965 0.96063 2.45087 0.32 -0.03 -0.22
Na 3.40425 -2.89605 -0.11578 -0.77 -0.09 0.31
Na 4.17881 -0.57079 -4.83322 -0.08 -0.16 -0.18
C 0.22273 -0.00444 -0.85103 -4.07 1.01 1.43
O -0.05662 -0.90099 -0.04762 0.26 -3.24 2.27
O 1.33117 0.10352 -1.32707 5.93 0.26 -2.71
O -0.71665 0.80897 -1.06871 -1.21 2.25 -1.30
O 0.56713 2.61128 3.45601 -0.32 -0.42 -0.17
H 0.90366 3.02253 2.65984 0.12 0.16 -0.25
H 0.79852 3.22056 4.15705 0.00 0.17 0.32
O 2.07862 4.82816 0.31489 0.33 -0.45 -0.18
H 2.45721 5.70690 0.28773 0.10 0.36 0.15
H 1.16991 4.94975 0.03979 -0.37 0.01 0.05
O 2.59452 -1.47844 3.56504 0.20 -0.08 -0.47
H 2.88189 -1.10768 4.39943 0.14 0.01 0.30
H 1.67694 -1.21664 3.48942 -0.27 0.04 -0.02
O -3.03733 0.11629 -4.40580 0.24 0.46 -0.32
H -2.79690 0.36078 -3.51213 -0.03 -0.06 0.48
H -2.54183 -0.68458 -4.57705 -0.05 -0.35 -0.02
O -1.90243 -3.34506 3.97745 0.13 0.39 0.09
H -2.77620 -3.69804 3.80963 -0.29 -0.23 0.08
H -1.54296 -3.17056 3.10765 0.16 -0.11 -0.25
O -2.85749 -3.75360 -1.04652 0.07 0.04 -0.21
H -2.22785 -3.13670 -0.67339 0.22 0.33 0.09
H -3.05339 -4.35870 -0.33119 -0.15 -0.28 0.11
O 1.07632 -5.28311 -1.92126 0.57 0.38 0.32
H 1.34039 -5.53926 -2.80494 -0.02 -0.31 -0.25
H 0.38718 -4.63255 -2.05581 -0.48 0.09 0.02
O -2.19947 4.71265 0.11012 0.24 -0.09 0.26
H -2.07884 3.85944 -0.30665 -0.02 -0.35 -0.18
H -1.96873 5.34634 -0.56917 -0.15 0.32 -0.12

What did the first record say?
14
Properties=species:S:1:pos:R:3:forces:R:3 method="wB97M-V/def2-TZVPD" gap_ev="5.03 / 9.86" de_lowest_kj_mol=399.5 multiplicity=3 energy_ha=-286.62915 mol_weight_g_mol=86.1 charge=+1
C -1.70862 -0.74624 -0.61125 0.83 -1.55 4.74
C -1.80512 0.30065 0.46910 -5.92 2.27 0.63
C -0.43687 -0.14282 0.11541 5.31 -4.06 -3.09
C 0.99498 -0.35727 0.56406 -2.92 -3.49 -3.24
N 1.82901 0.55830 -0.35687 -0.55 0.92 -0.77
O -0.87220 1.18937 -0.09771 0.32 1.60 2.08
H -2.04632 -1.73751 -0.22299 0.39 0.85 -0.82
H -1.97204 -0.36031 -1.56036 0.14 0.08 -0.99
H -2.36461 0.53150 1.41353 0.54 -0.21 -1.40
H 1.44567 -1.42450 0.51357 -1.29 1.62 -0.66
H 1.09586 -0.17458 1.56521 0.64 1.67 2.50
H 2.78960 0.28185 -0.27107 1.22 0.85 0.03
H 1.51229 1.50498 -0.16768 1.17 0.69 0.90
H 1.53835 0.57658 -1.35296 0.11 -1.24 0.10